(1)
Entry from OMol25: 2 unconnected molecules or ions with the total composition C23H27BN4O3 (ωB97M-V/def2-TZVPD).

```
! wB97M-V def2-TZVPD RIJCOSX def2/J DEFGRID3
* xyz 0 1
C -2.547 3.976 -0.482
N -2.175 2.618 -0.166
C -3.128 1.703 0.184
O -4.331 1.932 0.289
C -2.420 0.370 0.410
C -2.923 -0.723 -0.534
C -4.387 -1.053 -0.339
C -5.290 -0.890 -1.396
C -6.657 -1.084 -1.181
C -7.118 -1.490 0.078
C -6.203 -1.725 1.112
C -4.835 -1.519 0.900
N -1.020 0.720 0.204
C -0.033 -0.185 0.402
C 1.281 0.173 0.280
C 2.361 -0.835 0.251
C 3.798 -0.332 0.120
C 4.810 -1.298 0.260
C 6.141 -0.992 0.045
C 6.469 0.327 -0.344
N 7.829 0.659 -0.580
O 8.122 1.826 -0.923
O 8.695 -0.235 -0.428
C 5.477 1.323 -0.491
C 4.142 0.982 -0.250
C -0.794 2.124 -0.178
C -0.216 2.254 -1.603
C 0.020 2.912 0.864
H -3.635 4.050 -0.390
H -2.070 4.683 0.211
H -2.243 4.231 -1.507
H -2.564 0.057 1.461
H -2.756 -0.379 -1.567
H -2.307 -1.623 -0.376
H -4.910 -0.575 -2.371
H -7.358 -0.913 -1.998
H -8.186 -1.629 0.251
H -6.546 -2.064 2.090
H -4.106 -1.696 1.696
H -0.366 -1.211 0.630
H 1.588 1.143 -0.087
H 2.352 -1.461 1.156
H 2.190 -1.451 -0.594
H 4.535 -2.327 0.520
H 6.913 -1.758 0.144
H 5.764 2.318 -0.809
H 3.397 1.764 -0.391
H -0.923 1.803 -2.315
H -0.077 3.314 -1.856
H 0.743 1.742 -1.717
H -0.537 2.911 1.810
H 1.002 2.476 1.053
H 0.156 3.946 0.521
B 2.401 -5.858 1.759
C 3.839 -5.811 1.394
N 4.954 -5.613 1.038
H 2.059 -5.624 2.867
H 1.620 -5.981 0.874
*
```

Computed properties:
Electronic energy = -37064.0329 eV
HOMO energy = -0.292 hartree
Structure (SMILES) = CN1C(=O)[C@@H](Cc2ccccc2)N(/C=C/Cc2ccc([N+](=O)[O-])cc2)C1(C)C.BC#N
Frontier orbital gap = 6.324 eV
LUMO level = -1.63 eV


(2)
Entry from OMol25: a molecular structure, C23H27BN7O5PmS (ωB97M-V/def2-TZVPD).

```
! wB97M-V def2-TZVPD RIJCOSX def2/J DEFGRID3
* xyz 0 5
Pm 0.036 0.433 -1.210
C -3.274 -4.180 4.725
C -2.816 -3.267 3.619
C -3.786 -2.951 2.643
C -3.374 -2.421 1.434
C -2.066 -2.409 1.072
C -1.042 -2.880 1.937
C -1.444 -3.167 3.206
S -1.808 -1.854 -0.529
O -2.663 -2.546 -1.461
O -2.093 -0.368 -0.351
N -0.278 -2.005 -0.766
C 0.180 -2.849 -1.861
C 0.825 -1.919 -2.989
O 1.708 -2.342 -3.748
O 0.475 -0.698 -2.959
H -3.950 -3.710 5.511
H -2.361 -4.529 5.306
H -3.757 -5.061 4.233
H -4.811 -3.052 2.909
H -4.116 -2.035 0.733
H 0.039 -2.888 1.684
H -0.679 -3.353 3.946
H -0.539 -3.520 -2.351
H 1.009 -3.415 -1.499
B -1.402 3.170 1.111
N -0.700 2.009 1.885
C -0.732 1.734 3.215
C -0.044 0.553 3.511
C 0.416 0.161 2.229
N 0.033 1.006 1.261
N -2.234 2.623 -0.084
C -3.594 2.824 -0.326
C -3.905 2.392 -1.596
C -2.650 2.093 -2.172
N -1.660 2.295 -1.321
H -2.083 3.787 1.856
H -0.490 3.887 0.806
H -1.255 2.417 3.900
H 0.169 0.091 4.483
H 1.074 -0.655 1.983
H -4.218 3.188 0.476
H -4.858 2.299 -2.078
H -2.471 1.630 -3.152
C 4.241 -0.844 0.315
C 3.498 -0.228 -0.875
O 2.300 0.202 -0.681
N 4.076 -0.157 -2.072
C 3.534 0.369 -3.353
C 3.135 1.801 -3.088
C 4.138 2.725 -2.667
C 3.681 3.872 -1.974
C 2.304 4.162 -2.026
C 1.424 3.337 -2.735
N 1.840 2.157 -3.281
H 3.478 -1.286 0.959
H 4.772 -0.053 0.904
H 5.002 -1.535 -0.124
H 4.887 -0.739 -2.135
H 2.664 -0.217 -3.681
H 4.398 0.397 -4.054
H 5.160 2.438 -2.737
H 4.379 4.500 -1.467
H 1.840 4.994 -1.468
H 0.434 3.588 -2.976
*
```

Computed properties:
Electronic energy = -73026.6279 eV
HOMO energy (spin up / spin down) = -0.317 / -0.317 hartree
Frontier orbital gap (spin up / spin down) = 8.725 / 8.723 eV
LUMO level (spin up / spin down) = 0.10 / 0.10 eV
Expectation value of S² = 6.004


(3)
Entry from OMol25: a molecular structure, C23H27Br2CrINO3Si2 (ωB97M-V/def2-TZVPD).

```
! wB97M-V def2-TZVPD RIJCOSX def2/J DEFGRID3
* xyz -1 5
Cr -0.117 -0.236 -0.358
Br -1.076 -1.310 4.364
C -2.305 -1.408 2.928
C -3.604 -1.857 3.152
C -4.483 -1.988 2.104
Br -6.233 -2.655 2.473
C -4.115 -1.670 0.783
C -4.917 -1.816 -0.365
C -4.397 -1.487 -1.593
C -3.100 -0.980 -1.686
N -2.329 -0.808 -0.631
C -2.801 -1.172 0.581
C -1.851 -1.057 1.655
O -0.662 -0.665 1.373
H -3.917 -2.113 4.154
H -5.926 -2.194 -0.269
H -4.989 -1.614 -2.490
H -2.673 -0.694 -2.640
C 3.431 -0.823 -1.676
Si 3.034 0.860 -0.870
C 2.715 2.171 -2.216
C 4.720 1.387 -0.145
C 1.652 0.752 0.369
Si 1.094 2.376 1.083
C 0.138 2.154 2.707
C -0.088 3.284 -0.107
C 2.506 3.591 1.483
H 3.622 -0.723 -2.749
H 2.605 -1.523 -1.551
H 4.316 -1.276 -1.222
H 3.214 1.907 -3.153
H 3.088 3.150 -1.900
H 1.647 2.264 -2.416
H 5.492 1.355 -0.921
H 5.034 0.725 0.668
H 4.695 2.404 0.251
H 1.990 0.116 1.201
H -0.825 1.676 2.515
H -0.051 3.112 3.199
H 0.685 1.516 3.404
H -0.709 2.548 -0.628
H 0.452 3.859 -0.864
H -0.752 3.971 0.424
H 3.203 3.147 2.199
H 2.130 4.524 1.915
H 3.071 3.844 0.583
I 1.148 -1.013 -9.070
C 0.827 -0.970 -6.983
C 0.729 -2.157 -6.276
C 0.531 -2.104 -4.906
C 0.432 -0.882 -4.248
C 0.534 0.298 -4.981
C 0.731 0.260 -6.351
C 0.247 -0.837 -2.775
O 0.216 -1.885 -2.097
O 0.122 0.297 -2.206
H 0.800 -3.112 -6.778
H 0.455 -3.009 -4.317
H 0.468 1.243 -4.459
H 0.801 1.176 -6.921
*
```

Computed properties:
Electronic energy = -224291.0049 eV
HOMO energy (spin up / spin down) = -0.155 / -0.183 hartree
Frontier orbital gap (spin up / spin down) = 6.145 / 6.906 eV
LUMO level (spin up / spin down) = 1.92 / 1.92 eV
Expectation value of S² = 6.022


(4)
Entry from OMol25: a molecular structure, C23H27CaN6O2PS4 (ωB97M-V/def2-TZVPD).

```
! wB97M-V def2-TZVPD RIJCOSX def2/J DEFGRID3
* xyz -1 2
Ca -0.363 -0.384 -0.266
C -6.182 -2.101 -0.608
S -5.680 -0.615 0.284
C -3.914 -0.529 0.032
S -3.040 -1.738 -0.747
N -3.509 0.598 0.598
N -2.222 0.934 0.377
C -1.843 2.024 0.941
C -0.545 2.615 0.624
C -0.268 3.933 0.986
C 0.936 4.496 0.611
C 1.840 3.739 -0.119
C 1.488 2.442 -0.445
N 0.332 1.888 -0.086
H -7.084 -2.477 -0.126
H -5.377 -2.830 -0.543
H -6.380 -1.865 -1.651
H -2.524 2.566 1.592
H -1.005 4.498 1.542
H 1.171 5.519 0.882
H 2.798 4.139 -0.422
H 2.157 1.815 -1.020
C 4.095 -2.689 3.332
C 2.669 -2.289 3.654
O 2.515 -0.869 3.549
P 1.651 -0.261 2.306
S -0.233 -0.826 2.576
S 2.564 -0.616 0.601
O 1.841 1.296 2.692
C 1.658 1.678 4.067
C 0.913 2.990 4.145
H 4.205 -3.774 3.410
H 4.788 -2.213 4.029
H 4.345 -2.375 2.319
H 2.410 -2.561 4.678
H 1.967 -2.794 2.987
H 2.648 1.762 4.519
H 1.106 0.903 4.599
H 1.440 3.762 3.582
H 0.829 3.303 5.188
H -0.087 2.877 3.725
C -0.278 2.606 -5.347
C -0.821 2.775 -4.078
C -0.823 1.734 -3.167
C -0.275 0.484 -3.495
C 0.252 0.315 -4.787
C 0.251 1.365 -5.691
N -0.278 -0.513 -2.523
N -0.063 -1.725 -3.014
C 0.028 -2.751 -2.128
C 0.082 -4.058 -2.672
C 0.169 -5.138 -1.835
C 0.210 -4.936 -0.448
C 0.156 -3.639 0.012
N 0.064 -2.568 -0.781
H -0.276 3.423 -6.058
H -1.255 3.729 -3.799
H -1.278 1.857 -2.191
H 0.666 -0.648 -5.049
H 0.672 1.218 -6.679
H 0.033 -4.161 -3.747
H 0.201 -6.143 -2.240
H 0.271 -5.764 0.244
H 0.181 -3.433 1.078
*
```

Computed properties:
Electronic energy = -108400.6905 eV
HOMO energy (spin up / spin down) = -0.125 / -0.177 hartree
Frontier orbital gap (spin up / spin down) = 5.573 / 6.986 eV
LUMO level (spin up / spin down) = 2.18 / 2.18 eV
Expectation value of S² = 0.772


(5)
Entry from OMol25: a molecular structure, C23H27CdN6O7 (ωB97M-V/def2-TZVPD).

```
! wB97M-V def2-TZVPD RIJCOSX def2/J DEFGRID3
* xyz -1 1
Cd -0.908 -0.526 0.718
C 1.868 -0.811 -2.638
N 2.240 -0.087 -1.459
C 3.136 -0.677 -0.500
C 2.592 -1.132 0.837
N 1.416 -1.602 1.126
C 1.456 -1.873 2.494
C 0.445 -2.355 3.321
C 0.749 -2.528 4.659
C 2.027 -2.232 5.163
C 3.035 -1.750 4.349
C 2.716 -1.571 3.008
N 3.437 -1.121 1.916
C 0.723 -1.788 -2.583
N -0.025 -2.091 -1.571
C -0.979 -2.973 -2.076
C -2.048 -3.583 -1.427
C -2.881 -4.387 -2.186
C -2.657 -4.589 -3.559
C -1.590 -3.996 -4.211
C -0.761 -3.188 -3.441
N 0.361 -2.440 -3.739
H 1.600 -0.092 -3.421
H 2.746 -1.352 -3.012
H 1.490 0.456 -1.025
H 3.652 -1.527 -0.960
H 3.928 0.046 -0.250
H -0.547 -2.540 2.927
H -0.018 -2.882 5.335
H 2.223 -2.373 6.219
H 4.013 -1.507 4.744
H 4.336 -0.674 1.939
H -2.227 -3.379 -0.376
H -3.730 -4.865 -1.713
H -3.333 -5.223 -4.119
H -1.418 -4.151 -5.268
H 0.698 -2.213 -4.658
O 0.517 3.451 0.009
C 0.427 2.292 0.769
O 0.185 1.226 0.061
C 1.624 2.257 1.702
O 1.428 1.265 2.680
C 0.411 1.640 3.590
C -0.718 2.466 2.994
O -1.516 2.983 3.736
O -0.783 2.574 1.682
H -0.075 3.294 -0.740
H 2.505 1.981 1.120
H 1.785 3.245 2.152
H -0.034 0.723 3.981
H 0.828 2.212 4.427
C -2.658 -1.237 1.606
H -3.471 -1.093 0.872
H -2.507 -2.327 1.731
N -4.125 -0.994 -2.081
C -3.522 -0.922 -3.399
C -2.197 -0.182 -3.330
O -1.410 -0.150 -4.247
O -1.977 0.429 -2.173
H -5.119 -1.163 -2.113
H -2.750 0.237 -1.594
H -3.699 -1.707 -1.494
H -4.166 -0.330 -4.055
H -3.332 -1.882 -3.892
*
```

Computed properties:
Electronic energy = -52127.5091 eV
HOMO energy = -0.078 hartree
Frontier orbital gap = 4.714 eV
LUMO level = 2.58 eV


(6)
Entry from OMol25: C23H27ClN4O3 in the gas phase (ωB97M-V/def2-TZVPD).

```
! wB97M-V def2-TZVPD RIJCOSX def2/J DEFGRID3
* xyz 0 1
C -6.128 -1.038 -1.762
C -4.897 -1.209 -0.923
C -4.438 -2.482 -0.603
C -3.313 -2.653 0.181
C -2.611 -1.549 0.647
C -1.431 -1.736 1.547
O -1.538 -2.276 2.633
N -0.258 -1.216 1.104
C 0.030 -0.859 -0.262
C 0.964 -1.906 -0.881
N 2.176 -1.967 -0.095
C 3.291 -2.665 -0.697
C 4.591 -1.910 -0.356
N 4.432 -0.520 -0.690
C 3.926 0.368 0.176
O 3.886 0.268 1.390
C 3.403 1.620 -0.536
O 3.378 1.708 -1.752
N 2.974 2.543 0.330
C 2.343 3.785 -0.057
C 0.846 3.707 0.107
C 0.097 2.941 -0.779
C -1.275 2.840 -0.643
C -1.904 3.515 0.392
Cl -3.622 3.421 0.561
C -1.173 4.274 1.292
C 0.200 4.362 1.147
C 1.886 -2.377 1.265
C 0.939 -1.364 1.904
C -3.071 -0.274 0.341
C -4.203 -0.110 -0.435
H -6.060 -1.636 -2.669
H -7.006 -1.371 -1.209
H -6.270 0.004 -2.037
H -4.974 -3.346 -0.968
H -2.972 -3.645 0.438
H -0.892 -0.794 -0.839
H 0.534 0.114 -0.270
H 1.212 -1.606 -1.902
H 0.439 -2.879 -0.917
H 3.164 -2.665 -1.783
H 3.372 -3.710 -0.362
H 5.436 -2.333 -0.904
H 4.790 -1.959 0.716
H 4.289 -0.276 -1.665
H 3.023 2.285 1.309
H 2.754 4.599 0.546
H 2.597 3.945 -1.109
H 0.596 2.429 -1.589
H -1.855 2.250 -1.335
H -1.674 4.790 2.096
H 0.769 4.956 1.845
H 2.815 -2.396 1.835
H 1.427 -3.382 1.294
H 0.640 -1.693 2.900
H 1.446 -0.397 1.967
H -2.544 0.588 0.725
H -4.555 0.887 -0.659
*
```

Computed properties:
Electronic energy = -48916.7352 eV
HOMO energy = -0.319 hartree
Structure (SMILES) = Cc1ccc(C(=O)N2CCN(CCNC(=O)C(=O)NCc3ccc(Cl)cc3)CC2)cc1
Frontier orbital gap = 9.282 eV
LUMO level = 0.60 eV